Record 1
# C5H8N

A gas-phase ion, C5H8N (charge +1) in a non-equilibrium geometry (the ωB97M-V functional and the def2-TZVPD basis, the OMol25 dataset).

E_LUMO ... -5.126 eV
Total charge ... +1
Frontier orbital gap ... 9.91 eV
HOMO level ... -15.032 eV
Total energy ... -249.7795 Eh
SMILES string ... C[N+]1=CC=CC1

Positions of all 14 atoms, in Å:
C: -1.83 0.13 0.38
N: -0.44 0.08 0.27
C: 0.49 0.56 1.04
C: 1.80 0.34 0.46
C: 1.58 -0.33 -0.70
C: 0.12 -0.61 -0.87
H: -2.28 0.46 -0.59
H: -2.31 -0.85 0.56
H: -2.15 0.59 1.23
H: 0.22 1.07 1.90
H: 2.75 0.76 0.76
H: 2.24 -0.44 -1.53
H: 0.01 -0.15 -1.85
H: -0.19 -1.61 -1.05

Atomic partial charges in e from the natural (NBO) method, atoms 1 to 4: atom 1 (C): -0.432, atom 2 (N): -0.234, atom 3 (C): 0.229, atom 4 (C): -0.288

Record 2
# C25H23INSTc

A molecular structure, C25H23INSTc in a non-equilibrium geometry (the ωB97M-V functional and the def2-TZVPD basis, the OMol25 dataset).

E_LUMO ... -8.788 eV
Total charge ... +2
Frontier orbital gap ... 5.63 eV
HOMO level ... -14.416 eV
Total energy ... -1797.1854 Eh

Positions of all 52 atoms, in Å:
Tc: -0.99 2.23 0.19
C: 1.33 -4.45 -0.14
C: 0.13 -3.76 -0.83
C: -0.85 -4.80 -1.41
C: 0.73 -2.89 -1.95
C: -0.58 -2.90 0.23
C: -1.03 -3.49 1.44
C: -1.47 -2.75 2.50
C: -1.48 -1.35 2.42
S: -1.64 -0.19 3.73
C: -1.30 1.03 2.62
N: -1.01 0.63 1.40
C: -1.04 -0.75 1.23
C: -0.77 -1.50 0.14
C: -1.10 2.45 2.94
C: -1.28 3.05 4.18
C: -0.95 4.37 4.29
C: -0.36 5.05 3.23
C: -0.12 4.47 1.99
C: -0.59 3.16 1.85
H: 1.98 -4.93 -0.90
H: 1.11 -5.22 0.58
H: 1.96 -3.73 0.38
H: -0.35 -5.36 -2.19
H: -1.74 -4.36 -1.79
H: -1.14 -5.51 -0.64
H: 1.28 -3.54 -2.66
H: 1.46 -2.14 -1.60
H: -0.03 -2.38 -2.56
H: -0.98 -4.60 1.60
H: -1.82 -3.22 3.38
H: -0.42 -1.07 -0.78
H: -1.68 2.44 5.03
H: -1.22 4.87 5.21
H: -0.28 6.14 3.37
H: 0.23 5.02 1.14
I: -2.59 0.79 -1.71
C: -2.46 2.80 -0.99
H: -3.38 3.18 -0.55
H: -2.09 3.42 -1.84
C: 0.44 2.14 -0.85
C: 1.32 1.91 -1.81
C: 1.81 2.97 -2.61
C: 2.67 2.70 -3.65
C: 3.12 1.34 -3.71
C: 2.71 0.26 -2.84
C: 1.81 0.62 -1.88
H: 1.34 3.97 -2.46
H: 3.09 3.51 -4.14
H: 3.71 1.11 -4.56
H: 3.13 -0.72 -2.91
H: 1.39 -0.02 -1.11

Atomic partial charges in e from the natural (NBO) method, atoms 1 to 4: atom 1 (Tc): 0.658, atom 2 (C): -0.606, atom 3 (C): -0.089, atom 4 (C): -0.594

Record 3
# C6H14N2

2 unconnected molecules or ions with the total composition C6H14N2 (the ωB97M-V functional and the def2-TZVPD basis, the OMol25 dataset).

E_LUMO ... 0.982 eV
Frontier orbital gap ... 8.97 eV
HOMO level ... -7.987 eV
Total energy ... -346.4523 Eh
SMILES string ... C=CCN.C=CNC

Positions of all 22 atoms, in Å:
C: 2.88 -1.04 -0.90
C: 1.88 -0.21 -1.14
C: 1.25 0.07 -2.46
N: -0.17 -0.34 -2.36
H: 3.26 -1.22 0.10
H: 3.35 -1.59 -1.71
H: 1.45 0.35 -0.31
H: 1.36 1.13 -2.71
H: 1.72 -0.54 -3.23
H: -0.73 0.00 -3.13
H: -0.56 0.09 -1.53
C: -2.18 -1.23 1.01
C: -1.31 -0.34 1.48
N: -1.55 0.78 2.25
C: -0.63 1.89 2.24
H: -3.24 -1.07 1.13
H: -1.79 -2.13 0.57
H: -0.25 -0.47 1.26
H: -2.53 0.97 2.38
H: -0.93 2.58 3.02
H: 0.37 1.53 2.46
H: -0.59 2.44 1.29

Atomic partial charges in e from the natural (NBO) method, atoms 1 to 4: atom 1 (C): -0.385, atom 2 (C): -0.171, atom 3 (C): -0.260, atom 4 (N): -0.825

Record 4
# C17H21N3O3S2

A single C17H21N3O3S2 molecule in a non-equilibrium geometry (the ωB97M-V functional and the def2-TZVPD basis, the OMol25 dataset).

E_LUMO ... 0.432 eV
Frontier orbital gap ... 8.52 eV
HOMO level ... -8.086 eV
Total energy ... -1846.7680 Eh
SMILES string ... CCNC(=S)Nc1ccc(C)c(S(=O)(=O)Nc2ccccc2OC)c1

Positions of all 46 atoms, in Å:
C: -3.08 0.75 -2.19
C: -3.51 1.42 -0.90
N: -2.72 0.91 0.20
C: -3.07 1.10 1.48
S: -4.51 1.78 1.93
N: -2.24 0.66 2.48
C: -0.92 0.24 2.42
C: -0.43 -0.65 3.37
C: 0.87 -1.12 3.31
C: 1.73 -0.74 2.28
C: 3.11 -1.30 2.16
C: 1.24 0.18 1.36
S: 2.21 0.75 -0.02
O: 3.48 1.24 0.45
O: 1.42 1.59 -0.85
N: 2.61 -0.68 -0.87
C: 1.92 -0.96 -2.05
C: 2.59 -1.11 -3.26
C: 1.90 -1.39 -4.43
C: 0.53 -1.52 -4.41
C: -0.15 -1.38 -3.21
C: 0.53 -1.10 -2.03
O: -0.17 -0.99 -0.84
C: -0.33 -2.24 -0.19
C: -0.03 0.70 1.44
H: -3.65 1.15 -3.02
H: -2.02 0.93 -2.37
H: -3.26 -0.32 -2.14
H: -4.57 1.22 -0.68
H: -3.38 2.50 -0.97
H: -1.87 0.42 -0.03
H: -2.68 0.64 3.39
H: -1.08 -0.98 4.17
H: 1.22 -1.81 4.06
H: 3.15 -2.06 1.38
H: 3.42 -1.75 3.10
H: 3.80 -0.51 1.90
H: 3.61 -0.70 -0.99
H: 3.67 -1.01 -3.28
H: 2.45 -1.51 -5.35
H: -0.02 -1.72 -5.31
H: -1.23 -1.48 -3.17
H: 0.64 -2.68 0.07
H: -0.90 -2.05 0.72
H: -0.88 -2.94 -0.83
H: -0.30 1.46 0.72

Atomic partial charges in e from the natural (NBO) method, atoms 1 to 4: atom 1 (C): -0.619, atom 2 (C): -0.214, atom 3 (N): -0.606, atom 4 (C): 0.296

Record 5
# C5H13NO2

3 unconnected molecules or ions with the total composition C5H13NO2 in a non-equilibrium geometry (the ωB97M-V functional and the def2-TZVPD basis, the OMol25 dataset).

E_LUMO ... 0.553 eV
Frontier orbital gap ... 9.57 eV
HOMO level ... -9.018 eV
Total energy ... -403.4333 Eh
SMILES string ... C=C/C=C/CN.O.O

Positions of all 21 atoms, in Å:
C: -0.17 -2.36 -1.82
C: -0.45 -1.11 -1.55
C: -1.35 -0.82 -0.38
C: -1.09 0.03 0.61
C: -2.07 0.55 1.51
N: -1.46 1.81 2.14
H: 0.52 -2.47 -2.69
H: -0.80 -3.18 -1.43
H: 0.00 -0.21 -1.95
H: -2.33 -1.26 -0.46
H: -0.14 0.23 0.92
H: -3.10 0.84 1.25
H: -2.08 -0.12 2.46
H: -0.51 1.83 1.88
H: -1.82 2.68 1.91
O: 3.15 -3.27 -1.41
H: 2.20 -3.04 -1.53
H: 3.01 -4.09 -0.94
O: 2.52 4.85 0.69
H: 2.56 3.95 0.38
H: 3.42 5.17 0.43

Atomic partial charges in e from the natural (NBO) method, atoms 1 to 4: atom 1 (C): -0.430, atom 2 (C): -0.187, atom 3 (C): -0.217, atom 4 (C): -0.197